# C22H31FeGe2N3O5S

C22H31FeGe2N3O5S as an isolated structure (ωB97M-V with the def2-TZVPD basis set, the OMol25 dataset).

Summary:
* ⟨S²⟩: 8.775
* LUMO level (spin up / spin down): -3.5 / -5.7 eV
* energy above the lowest of the compared OMol25 structures with the same formula, charge and spin: 16.7 kcal per mole
* HOMO level (spin up / spin down): -10.86 / -10.90 eV

ORCA input file:
```
! wB97M-V def2-TZVPD RIJCOSX def2/J DEFGRID3
* xyz 1 6
Fe 0.036 -1.120 0.900
O 3.843 3.420 -1.215
C 3.136 2.567 -0.782
C 1.815 2.777 -0.001
O 1.330 3.822 0.332
C 1.287 1.408 0.263
C 2.145 0.405 -0.293
O 1.852 -0.805 -0.193
C 3.373 1.038 -0.881
O 4.351 0.482 -1.291
O 0.265 1.067 0.916
N 1.228 -0.699 2.910
N 2.384 -1.485 2.818
C 2.364 -2.642 2.133
N 3.503 -3.315 2.049
S 0.931 -3.299 1.480
H 1.460 0.276 2.752
H 0.815 -0.795 3.834
H 3.221 -1.178 3.292
H 4.382 -2.940 2.368
H 3.520 -4.161 1.503
C -2.462 2.844 -2.442
C -1.462 2.486 -1.342
Ge -2.363 1.700 0.206
C -2.310 2.634 1.916
C -3.527 3.548 2.078
C -4.189 1.141 -0.215
C -4.270 -0.196 -0.183
Ge -2.480 -0.861 0.238
C -1.536 -1.809 -1.271
C -1.566 -3.338 -1.338
C -2.513 -1.903 1.950
C -3.113 -3.308 1.856
C -5.479 -1.029 -0.354
C -6.723 -0.582 0.089
C -7.853 -1.369 -0.071
C -7.757 -2.614 -0.679
C -6.524 -3.069 -1.125
C -5.395 -2.284 -0.955
H -1.955 3.315 -3.285
H -3.218 3.544 -2.083
H -2.982 1.961 -2.813
H -0.923 3.370 -0.992
H -0.714 1.781 -1.714
H -1.377 3.199 1.961
H -2.278 1.882 2.706
H -3.596 4.279 1.269
H -3.468 4.107 3.012
H -4.456 2.977 2.092
H -5.047 1.780 -0.424
H -0.490 -1.466 -1.342
H -2.013 -1.373 -2.151
H -1.031 -3.798 -0.507
H -1.092 -3.691 -2.255
H -2.584 -3.726 -1.324
H -3.117 -1.262 2.596
H -1.533 -1.970 2.448
H -4.133 -3.270 1.473
H -3.144 -3.772 2.843
H -2.534 -3.961 1.206
H -6.802 0.384 0.573
H -8.811 -1.013 0.284
H -8.639 -3.227 -0.800
H -6.443 -4.035 -1.606
H -4.433 -2.638 -1.310
*
```